(1)
Here is a molecular structure, C21H44Cl2F6InN7O10S2 at a distorted geometry from OMol25. Energies are from wB97M-V/def2-TZVPD.

Geometry as XYZ:
```
93
Properties=species:S:1:pos:R:3:forces:R:3
In -2.12534 0.92753 2.56548 1.2589 -0.1093 -1.1105
C -3.08148 -3.06301 -0.44453 0.1535 -0.3597 0.5194
F -3.77030 -4.01865 0.24305 1.3248 1.3032 -1.2408
F -2.60758 -3.54625 -1.62403 -0.5218 0.2101 1.4047
F -3.89282 -2.04567 -0.70258 0.1229 -0.2569 0.0442
S -1.61475 -2.43052 0.71000 -0.2138 -1.8625 2.7217
O -2.11461 -2.49876 2.06919 -0.7211 0.9663 -1.3333
O -0.50502 -3.36473 0.51323 -1.2187 1.4925 -0.8105
N -1.33678 -0.76549 0.35049 -1.4103 -2.7058 0.9077
S -0.09763 -0.93523 -0.58013 5.5628 2.7283 -2.2631
O 1.19985 -1.10793 0.10603 -1.9228 0.0364 -0.7028
O -0.29326 -1.70521 -1.78981 -0.5748 -0.1426 0.3537
C 0.11507 0.84858 -1.29910 -1.4194 -0.8643 2.4208
F -1.06934 1.23294 -1.80947 0.3678 0.1008 -0.4278
F 0.42726 1.69607 -0.31478 -0.2267 0.0492 0.1774
F 1.07196 0.90174 -2.15883 0.5434 -0.3672 -1.3508
C -1.82183 -3.54632 -4.81460 0.7901 -0.2025 2.5141
C -2.32116 -3.90724 -6.19050 0.1358 4.1704 0.6747
O -2.44526 -5.10850 -6.44553 0.0593 -1.5597 -0.6287
N -2.60696 -2.88170 -6.98634 0.8691 -1.5451 -0.1178
C -3.03651 -2.95660 -8.37870 -1.6822 0.1847 -0.7017
H -1.50857 -2.53746 -4.54599 -0.4652 0.7634 -1.4140
H -0.90199 -4.00838 -4.45614 0.0519 -0.9503 -0.8127
H -2.47528 -3.74762 -3.96573 -0.7204 -0.5807 -0.5594
H -2.68832 -1.98436 -6.53000 0.3703 -0.0130 0.0431
H -4.08098 -2.64970 -8.32379 -0.2430 -0.3711 -0.4387
H -2.96033 -3.92979 -8.86366 0.0665 -0.1720 0.6604
H -2.61136 -2.25711 -9.09847 0.7792 0.2514 0.7543
C -2.15505 5.79774 2.10154 -1.1564 -0.1113 1.0389
C -1.45156 4.80887 1.20340 -0.2349 1.8582 0.5804
O -1.48549 3.59252 1.36693 0.3960 -1.3226 0.1062
N -0.77055 5.42418 0.24858 0.5326 0.5818 -1.5256
C 0.28916 4.89588 -0.59383 0.7410 -0.6062 -0.0178
H -1.97240 6.86044 1.94220 0.0610 -0.2262 -0.6979
H -1.91684 5.69610 3.16033 0.4557 -0.6020 -0.0402
H -3.22506 5.58998 2.09800 -0.1263 0.1228 -0.2375
H -1.07366 6.35163 -0.01231 0.0484 0.0395 0.5954
H 0.81648 5.63928 -1.19165 -0.6545 0.5836 0.2065
H -0.03091 4.14473 -1.31592 -0.0597 -0.2410 0.4024
H 1.07858 4.55932 0.07822 -0.1270 -0.6736 -0.2094
C 0.67599 -3.34779 4.24110 -0.5632 1.4081 -0.7303
C 0.43439 -1.82840 4.56021 0.9872 -0.4867 -0.0215
O -0.15586 -1.07842 3.78563 -0.5316 -0.1815 -0.0903
N 0.97477 -1.40187 5.71172 1.1920 0.8702 1.2462
C 1.10515 0.01119 6.15339 -0.4311 0.0161 -1.0411
H 1.63941 -3.81027 4.45572 0.0269 0.4776 0.7624
H 0.62578 -3.36987 3.15248 -0.5755 -0.3180 -0.0136
H -0.14303 -3.89220 4.71114 0.1005 -0.2275 -0.2637
H 1.61407 -2.02802 6.18004 -0.3382 -0.2020 -0.0518
H 0.41260 0.57490 5.52831 -0.3223 0.0535 0.4812
H 2.05853 0.48973 5.92938 0.4605 -0.5905 -0.2432
H 0.97470 0.17654 7.22285 -0.5228 -0.4293 -0.1464
C -4.15907 0.98207 -1.84944 0.8962 -1.2275 -0.0059
C -4.39854 2.03847 -0.82274 1.0164 0.1895 0.0849
O -3.83821 2.01920 0.32636 -1.2574 0.3604 -1.7701
N -5.18954 3.00943 -1.26958 0.4971 1.8916 1.3742
C -5.41842 4.25362 -0.53781 -1.0580 0.7669 0.3058
H -3.40042 0.35525 -1.38077 -0.6165 -0.7828 -0.1382
H -3.70048 1.20546 -2.81272 0.1624 1.2404 0.2051
H -5.07959 0.51495 -2.19953 -0.0780 -0.4789 0.7587
H -5.55389 3.09892 -2.20731 0.3976 -0.9444 -0.0178
H -6.34339 4.15286 0.02996 0.0587 0.1282 0.1745
H -5.57246 5.08006 -1.23162 -0.1619 -0.2814 -0.3316
H -4.65801 4.66516 0.12590 0.4256 -0.9818 -0.0201
C 2.11311 3.30949 2.54747 1.0654 -0.0726 0.5241
C 1.90868 1.78806 2.64153 -0.0797 2.4351 0.3114
O 0.76293 1.44102 2.46987 -1.4867 -1.9625 -0.0908
N 3.00013 1.02726 2.83564 0.5453 -0.8531 0.9532
C 3.07562 -0.43154 2.96382 -0.8716 -0.4846 -1.3572
H 2.71516 3.47533 1.65408 -0.3029 0.3529 -0.2340
H 2.67636 3.78139 3.35254 0.3894 -0.4581 0.2359
H 1.17292 3.85942 2.58890 -0.0850 -0.4900 -0.5872
H 3.81712 1.50215 3.19216 -0.1168 0.2380 -0.3080
H 2.16027 -0.88479 2.58329 -0.3321 0.3795 0.1059
H 3.25370 -0.89351 3.93490 0.1575 0.7532 0.2989
H 3.80987 -0.81170 2.25358 0.4516 0.1789 0.1611
C 3.35002 -3.49288 -0.10379 -0.2693 -0.0761 0.2579
C 4.18103 -4.14365 0.96629 3.0554 -3.5992 -3.9952
O 4.01874 -3.79232 2.10284 -0.1992 0.7923 2.7696
N 5.17213 -5.06398 0.59907 -2.7712 2.5584 1.2092
C 6.24503 -5.44277 1.47297 0.7046 -0.8460 0.4880
H 3.40314 -2.42997 0.13180 -0.2506 0.0923 -0.5354
H 2.32005 -3.83866 -0.01607 -0.0971 0.1583 -0.0380
H 3.81561 -3.79128 -1.04308 -0.1467 0.3311 -0.0456
H 5.18560 -5.43641 -0.33966 -0.4378 0.3126 -0.0468
H 5.99102 -6.02730 2.35721 -0.5693 0.0464 -0.0932
H 6.76929 -4.55278 1.82104 0.2956 -0.1089 -0.2558
H 6.83011 -6.12469 0.85589 0.5533 0.3736 0.2748
C 4.01572 4.31217 -3.29894 1.8711 0.0574 -0.6438
Cl 2.70301 3.28114 -2.80071 -0.3810 0.2025 0.2959
Cl 5.41964 4.31252 -2.18825 -0.3421 -0.0504 0.3269
H 4.45682 3.85865 -4.18654 -0.4596 0.2472 -0.0940
H 3.80329 5.36738 -3.47076 -0.6469 -0.3754 0.1195
```
Forces are in eV/Å.

Its total charge is +3. Its spin multiplicity is 2. The HOMO energy (spin up / spin down) comes out at -15.474 / -15.400 eV. Its expectation value of S² is 1.77. The value obtained for the frontier orbital gap (spin up / spin down) is 3.87 / 3.74 eV.



(2)
Here is a molecular structure, C17H22Cl2MoO5 at a distorted geometry from OMol25. Energies are from wB97M-V/def2-TZVPD.

Geometry as XYZ:
```
47
Properties=species:S:1:pos:R:3:forces:R:3
C 0.30679 -1.26801 -2.13869 -0.3662 0.5811 -0.2335
C 1.16865 -0.11810 -2.19370 -0.1828 -0.6436 -0.5412
C 0.35088 1.05243 -2.07279 -0.9558 -0.2797 -1.2607
C 2.62220 -0.12117 -2.44748 0.2869 0.1378 0.6041
C -1.03392 0.63826 -2.11966 0.4855 -0.4680 -0.1959
C -1.06934 -0.79896 -2.11991 0.4004 0.4531 -0.0476
C -2.31743 -1.61849 -2.12419 -0.1819 -0.2159 0.2244
C 0.76831 -2.68178 -2.15440 0.0837 -0.3547 0.2178
C 0.83110 2.45941 -2.09874 0.0682 0.0666 0.6560
C -2.21269 1.54301 -2.17614 -0.0988 0.1158 0.2577
Mo -0.06340 -0.18106 -0.16629 0.3445 -0.8411 5.4714
Cl 4.00163 1.90346 -0.18906 -0.3782 -0.1245 -0.1125
Cl 2.03197 -0.77277 0.70093 -1.4949 0.9395 -1.3087
O -1.30178 1.12540 0.43560 1.1722 -0.8480 -1.4982
H 3.08215 -1.08506 -2.22988 -0.1111 0.0108 -0.1815
H 3.10493 0.61521 -1.78071 0.1898 0.0712 0.0505
H 2.85921 0.19189 -3.47219 -0.3052 -0.1029 0.0908
H 1.76572 2.54206 -1.52894 0.0697 0.0930 -0.0699
H 0.08398 3.12698 -1.66234 0.1318 -0.0395 -0.0683
H 1.01707 2.78370 -3.13060 -0.0116 -0.2205 0.0945
H -2.01879 2.48316 -1.65434 -0.0164 -0.1903 -0.0475
H -3.08721 1.07646 -1.71720 0.1069 0.1050 -0.0715
H -2.45416 1.78153 -3.21785 0.1069 -0.1200 0.0657
H -3.11705 -1.09418 -1.58807 0.1731 -0.1575 -0.1171
H -2.16665 -2.58541 -1.63261 0.0246 0.2341 -0.1129
H -2.66881 -1.80120 -3.14832 0.2113 0.0935 0.1422
H 1.73169 -2.77492 -1.64281 -0.1845 0.0155 -0.1198
H 0.89667 -3.03972 -3.18268 -0.0769 0.1326 0.1028
H 0.05454 -3.33321 -1.64150 0.0972 0.1164 -0.1261
H -0.78504 1.47816 1.21933 0.1413 -0.0974 0.7631
O -0.88451 -1.81439 0.49873 0.7968 1.3640 -1.2370
H -0.62594 -1.84759 1.46238 -0.3017 0.5051 -0.4064
O 0.43871 3.34012 3.83806 -0.1873 -0.6799 -0.7270
C 0.39976 2.47347 4.85812 0.3926 -0.7624 0.1792
C 0.36481 2.94476 6.18838 0.1226 -0.1728 -0.4957
C 0.49150 2.04065 7.24230 -0.0897 -0.0957 -0.4981
C 0.67061 0.66550 6.98613 0.0905 0.2738 -0.0725
C 0.65496 0.19761 5.67104 -0.3222 -0.0533 0.3427
C 0.45019 1.06338 4.60350 -0.4118 0.6029 -0.0498
C 0.14704 0.53884 3.21075 0.7422 0.6402 1.4368
O -0.36440 -0.57899 3.06157 0.3944 0.3389 -0.9674
O 0.46202 1.39322 2.27606 -0.8403 -1.1752 -1.0678
H 0.54351 2.72326 3.01105 -0.0589 1.1125 1.0107
H 0.27871 4.03127 6.32179 0.0495 -0.5689 0.1181
H 0.45259 2.43035 8.26125 0.0835 -0.2608 -0.2357
H 0.81305 -0.03451 7.80776 -0.0144 0.1983 -0.1720
H 0.78037 -0.86242 5.43908 -0.1756 0.2709 0.2138
```
Forces are in eV/Å.

The HOMO energy (spin up / spin down) comes out at -7.723 / -7.723 eV. The value obtained for the frontier orbital gap (spin up / spin down) is 3.85 / 3.85 eV.



(3)
Here is a molecular structure, C17H17CdIN3O2 from OMol25. Energies are from wB97M-V/def2-TZVPD.

Geometry as XYZ:
```
41
Properties=species:S:1:pos:R:3:forces:R:3
Cd 4.23937 -15.77677 4.02990 0.5266 0.0563 0.1737
C 4.29250 -17.07475 8.30250 -0.0554 -0.4096 -0.4172
C 4.81375 -16.83820 6.88829 0.0699 -0.1281 0.4428
O 3.99938 -16.14012 6.21889 0.3972 0.0712 -0.7253
C 6.09859 -17.35036 6.46102 -0.2239 0.1988 -0.3028
C 6.87039 -18.01403 7.46027 0.2012 -0.0305 -0.2031
C 8.11652 -18.49707 7.20809 0.3040 -0.2842 0.1060
C 8.68692 -18.37588 5.91810 -0.0456 0.0581 0.2743
C 7.99819 -17.75846 4.92606 0.1247 -0.0051 0.2009
C 6.70257 -17.22263 5.14637 -0.1896 0.3139 -0.4981
O 6.20422 -16.65269 4.08722 -0.7716 0.0762 0.5583
H 3.29394 -16.64735 8.31149 -0.0036 -0.0290 0.1786
H 4.90498 -16.57551 9.04065 0.2097 0.1191 0.1974
H 4.22961 -18.13731 8.57317 0.1158 0.2648 -0.1443
H 6.45568 -18.11915 8.44951 0.0339 -0.0426 0.0746
H 8.68950 -18.98613 7.98376 -0.0908 0.0182 0.0713
H 9.68475 -18.74901 5.71685 -0.0583 -0.0497 0.1180
H 8.42930 -17.61094 3.94186 -0.1513 -0.0541 0.0731
N 3.26470 -17.66085 3.33013 0.6501 -0.7475 -0.0338
C 1.89471 -17.55561 2.89059 -0.2676 0.2144 -0.0865
C 0.91855 -17.26644 3.83038 0.1822 -0.1772 0.1067
C -0.39052 -17.08007 3.43247 -0.2219 0.0644 0.2440
C -0.71005 -17.13560 2.08949 -0.4735 0.0715 -0.0468
C 0.27112 -17.38716 1.15649 -0.0496 -0.0685 -0.7249
C 1.58021 -17.61700 1.54512 0.2035 0.0088 -0.0547
H 3.85648 -18.07549 2.59738 -0.2869 0.2687 0.2967
H 3.37595 -18.29535 4.13997 -0.2524 0.4487 -0.4763
H 1.20270 -17.21151 4.86928 -0.0432 0.0432 0.2723
H -1.17000 -16.88183 4.16246 0.1868 -0.0252 -0.0421
H -1.73433 -16.98242 1.77066 0.0856 0.0140 0.0120
H 0.00934 -17.40050 0.09758 0.1315 -0.0752 0.2888
H 2.34173 -17.82246 0.79850 -0.0237 -0.0008 0.0816
I 7.06103 -10.10652 3.85975 -0.0628 -0.0677 0.0781
C 5.97253 -11.75981 4.43286 0.0679 0.2250 -0.2020
C 5.68648 -12.19621 5.70608 0.0822 0.1267 -0.3349
N 4.96558 -13.31222 5.58877 -0.1702 -0.2734 0.1382
N 4.75577 -13.63228 4.29549 -0.1893 -0.1102 0.1104
C 5.36565 -12.68472 3.58668 -0.0879 -0.1985 -0.1335
H 5.95098 -11.76916 6.64348 0.0702 0.0948 0.5117
H 4.59564 -13.90679 6.32341 0.0631 0.0690 -0.2030
H 5.34644 -12.69656 2.50899 0.0131 -0.0487 0.0193
```
Forces are in eV/Å.

Its total charge is +1. The HOMO energy (spin up / spin down) comes out at -10.808 / -10.807 eV. The value obtained for the frontier orbital gap (spin up / spin down) is 7.62 / 7.61 eV.



Number 1: total energy -4467.17672 Eh. Number 2: total energy -2025.75196 Eh. Number 3: total energy -1437.98793 Eh.